Computed, not measured: a molecular structure, C11H15ClCrNO3ReS, with the ωB97M-V functional and the def2-TZVPD basis.

The geometry in XYZ format:
```
34
Properties=species:S:1:pos:R:3:forces:R:3
Cr 1.07412 -1.62050 -2.47998 -0.3 0.8 0.2
Cl 2.14863 -3.61988 -2.47056 -0.5 1.0 -0.2
C 1.97800 0.27246 -2.21196 0.7 0.1 -0.2
C -0.49940 -0.84896 -3.63715 0.0 -0.3 -0.3
H 1.77643 1.01924 -3.00800 -0.2 -0.7 0.4
H 1.92838 0.85062 -1.26042 0.2 -0.4 -0.3
H 3.05346 0.00304 -2.33271 -0.5 0.0 0.3
H -0.50844 0.25725 -3.72468 0.2 -0.7 0.2
H -1.48713 -1.17938 -3.26306 0.5 0.0 0.0
H -0.35352 -1.28651 -4.64602 0.0 0.2 0.4
Re -0.00646 0.40880 0.08816 -0.3 2.7 -0.8
C -1.48818 -0.95287 0.01295 -0.8 -0.8 -0.1
C -1.05370 1.98129 0.26815 -1.3 0.3 -2.3
H -2.17118 -0.86172 -0.83893 0.0 0.1 0.1
H -1.01076 -1.94242 -0.01998 -0.2 0.0 0.1
H -2.07615 -0.85190 0.94115 0.1 -0.2 -0.2
H -2.01749 1.90822 -0.31332 0.3 0.0 1.0
H -0.90693 3.03481 0.61382 0.3 -1.2 0.1
O 0.91708 -2.41002 1.46500 0.9 0.6 1.4
C 1.33962 -1.42541 2.06619 -0.9 0.5 -2.2
N 1.38781 -0.19108 1.38338 1.8 0.4 0.7
S 1.91318 1.20131 2.30720 -1.8 -2.5 -0.1
O 3.29625 1.53485 2.07339 -1.2 0.0 0.2
O 0.81938 2.17142 2.16412 2.2 -0.7 0.3
C 1.69404 0.17440 3.76363 1.1 0.8 0.8
C 1.80027 0.66959 5.05205 0.0 -0.4 0.0
C 1.85303 -0.25584 6.09747 -0.3 -0.3 -0.5
C 1.74568 -1.63675 5.81424 0.0 0.0 0.2
C 1.57221 -2.13062 4.51496 0.4 0.8 -0.2
C 1.61919 -1.18080 3.47864 -0.5 -0.7 1.1
H 1.82129 1.74448 5.18700 0.1 -0.1 0.3
H 1.93722 0.10371 7.12262 0.0 -0.2 -0.2
H 1.78709 -2.34129 6.64642 -0.1 0.2 -0.2
H 1.43468 -3.19834 4.27925 0.1 0.7 0.2
```
Positions in Å, forces in eV/Å.

The max |F| comes out at 0.0602 Eh/bohr. The electronic energy is -73184.46890 eV. The HOMO energy (alpha / beta) is -6.80 / -8.97 eV. Its gap between HOMO and LUMO (alpha / beta) is 4.904 / 8.016 eV. As for the LUMO energy (alpha / beta): -0.070 / -0.035 Ha. As for the multiplicity: 7. Its charge is 0.

***

Computed, not measured: a molecular structure, C4H12Cl2N3O7Sn, with the ωB97M-V functional and the def2-TZVPD basis.

The geometry in XYZ format:
```
29
Properties=species:S:1:pos:R:3:forces:R:3
Sn -0.94901 -0.25501 30.03870 -2.6 0.0 -0.7
O -3.72097 -0.44461 29.21250 2.3 0.5 0.3
H -4.06095 0.45658 29.37622 0.3 -0.7 0.2
C -3.35040 -3.40933 27.42883 -0.7 -0.3 1.1
N -4.24491 -4.51047 26.89371 -0.6 2.0 -0.6
O -5.41018 -4.17587 26.65977 1.3 -1.0 0.2
O -3.71936 -5.57385 26.66904 -0.4 -0.3 0.0
H -2.70782 -3.91126 28.15219 0.4 0.2 -0.4
H -3.97023 -2.70604 27.98496 -0.1 0.0 -0.2
H -2.84309 -2.87447 26.62592 0.0 -0.5 0.0
C -8.72826 -0.05351 27.95337 -0.3 -0.3 -0.6
N -7.42545 -0.38477 28.61905 -1.4 0.1 0.4
O -6.98878 -1.46617 28.34438 0.6 -0.6 -0.2
O -6.96249 0.39967 29.41520 0.3 0.5 0.1
H -9.38677 -0.91745 28.04325 0.3 -0.1 0.2
H -8.47133 0.00194 26.89554 -0.1 0.4 0.0
H -9.24240 0.82190 28.35013 0.6 0.0 0.0
C -4.72474 3.25841 29.34252 0.4 0.6 0.5
N -4.06412 3.25934 30.66741 0.8 1.3 2.1
O -3.94790 4.34250 31.25756 -0.7 -0.6 -1.2
O -3.58218 2.26308 31.13398 0.0 -1.4 -0.4
H -4.67234 2.28410 28.85663 0.0 0.2 0.2
H -4.08231 4.02130 28.90279 -0.6 -0.1 -0.9
H -5.73579 3.61559 29.53821 0.1 0.0 -0.4
C -4.22287 -0.39741 25.55279 -0.4 -0.3 0.9
Cl -5.81510 -0.91732 24.99503 -0.1 -0.3 0.0
Cl -4.10510 1.35114 25.35852 0.6 0.1 -0.4
H -4.12637 -0.53533 26.62971 -0.3 -0.2 0.0
H -3.48731 -1.03770 25.06588 0.1 0.8 -0.4
```
Positions in Å, forces in eV/Å.

The max |F| comes out at 0.0522 Eh/bohr. The electronic energy is -54009.25048 eV. The HOMO energy (alpha / beta) is -8.03 / -9.17 eV. Its gap between HOMO and LUMO (alpha / beta) is 5.817 / 7.103 eV. As for the LUMO energy (alpha / beta): -0.081 / -0.076 Ha. As for the multiplicity: 2. Its charge is 0.

***

Computed, not measured: 2 unconnected molecules or ions with the total composition C5H14N2O, with the ωB97M-V functional and the def2-TZVPD basis.

The geometry in XYZ format:
```
22
Properties=species:S:1:pos:R:3:forces:R:3
C -0.80097 0.80766 1.92331 0.4 -1.3 -0.6
O -0.69650 0.18868 3.20314 -0.9 -0.1 -0.4
C -1.93580 0.06660 1.24754 -0.2 1.2 -0.1
C -2.86269 0.70114 0.53254 0.3 -1.0 -0.1
H 0.15305 0.67154 1.39082 -0.1 0.0 -0.1
H -1.02162 1.86933 1.93141 -0.1 0.2 0.4
H 0.03739 0.52905 3.68459 0.9 0.5 0.4
H -2.04203 -0.99350 1.43657 0.0 0.0 0.4
H -3.76390 0.14642 0.30118 0.1 0.2 -0.6
H -2.69764 1.67205 0.08687 -0.3 0.4 0.5
C 0.27161 -1.27266 -0.90934 0.6 0.8 -1.0
N 1.32006 -1.28156 -1.94600 -0.2 -0.2 0.4
C 2.32320 -0.25424 -1.71429 0.0 0.4 -0.5
N 1.93355 1.07007 -2.19136 0.3 -0.4 0.0
H -0.40034 -2.10764 -1.07774 0.0 -0.1 0.4
H 0.71889 -1.20342 0.08697 -0.2 -0.5 0.2
H -0.29252 -0.34832 -1.05300 -0.2 -0.1 0.1
H 1.74856 -2.19676 -1.98965 0.1 0.0 0.0
H 3.22919 -0.54330 -2.24856 0.0 -0.1 0.1
H 2.55462 -0.10176 -0.64981 0.1 -0.3 0.0
H 1.58308 1.01573 -3.14043 0.0 -0.1 0.0
H 1.18772 1.40407 -1.61222 -0.4 0.4 0.2
```
Positions in Å, forces in eV/Å.

The max |F| comes out at 0.0298 Eh/bohr. The electronic energy is -10438.01103 eV. The HOMO energy is -9.03 eV. Its gap between HOMO and LUMO is 9.838 eV. As for the LUMO energy: 0.030 Ha. As for the multiplicity: 1. As for the SMILES: C=CCO.CNCN. Its charge is 0.